The following is a DFT calculation (wB97M-V/def2-TZVPD) of C6H10N2O3 in the gas phase.

```
21
C6H10N2O3 (wB97M-V/def2-TZVPD)
C -3.5069 0.6597 -0.5036
C -2.6951 -0.3665 -0.6031
C -1.2079 -0.2625 0.3090
O -1.4223 0.2961 1.5727
O -0.9557 -1.6077 0.4852
C 0.2579 0.4090 0.0095
N 0.3709 1.7419 0.0449
N 1.1930 -0.4242 -0.2684
C 2.5547 0.0844 -0.1493
C 3.4338 -1.1198 -0.1730
O 2.9491 1.2541 -0.0405
H -4.4507 0.5709 -1.1005
H -3.0588 1.5393 -0.0957
H -2.9930 -1.2905 -1.0620
H -2.2365 -0.1036 1.8290
H -0.0280 -1.7520 0.2919
H 1.3218 2.1758 -0.0203
H -0.3613 2.3333 0.2325
H 2.8007 -1.9413 0.0870
H 3.5929 -1.3624 -1.2344
H 4.4414 -0.8339 0.3891
```

multiplicity: 1
LUMO energy: 0.0292 Eh
energy relative to the best compared isomer or geometry (same formula, charge and spin): 75.9 kcal per mole
calculated total energy: -15504.7170 eV

The following is a DFT calculation (wB97M-V/def2-TZVPD) of a molecular structure, C44H46N5Pd.

```
96
C44H46N5Pd (wB97M-V/def2-TZVPD)
Pd 1.4430 0.1015 0.5248
C 2.8217 0.9410 2.6118
C 2.5732 2.0223 1.7604
C 3.5480 2.4041 0.8185
C 4.7391 1.7179 0.7444
C 4.9907 0.6507 1.6149
C 4.0436 0.2622 2.5329
H 2.1244 0.6950 3.4029
H 1.7165 2.6537 1.9210
H 3.3708 3.2717 0.1964
H 5.4941 2.0219 0.0307
H 5.9394 0.1323 1.5709
H 4.2412 -0.5642 3.2009
C -2.5330 3.1541 2.5896
C -1.0480 2.8063 2.4425
C -0.3137 3.1322 3.7487
C -0.4359 3.5256 1.2458
C -0.3007 4.9107 1.2650
C 0.2701 5.5846 0.2005
C 0.7082 4.8800 -0.9110
C 0.5851 3.4956 -0.9938
C 1.0165 2.8201 -2.3003
C -0.1658 2.2855 -3.1217
C 2.0803 1.7256 -2.1638
C 0.0026 2.8520 0.1067
N -0.1005 1.4115 0.0778
C -1.1605 0.8442 -0.3074
C -1.1338 -0.6482 -0.3983
N -0.0276 -1.2383 -0.2364
C 0.0399 -2.6779 -0.2382
C 0.6365 -3.2915 -1.3393
C 0.6992 -4.6806 -1.3468
C 0.1896 -5.4160 -0.2950
C -0.4267 -4.7779 0.7681
C -0.5184 -3.3914 0.8277
C -1.1794 -2.7058 2.0227
C -0.1272 -2.1773 3.0036
C -2.1643 -3.6123 2.7588
C 1.1291 -2.4834 -2.5357
C 0.8722 -3.2015 -3.8612
C 2.6209 -2.1488 -2.4123
C -2.4567 -1.0809 -0.8683
C -3.0349 -2.2891 -1.1468
C -4.3685 -2.2934 -1.6290
C -5.0753 -1.1368 -1.8406
C -4.4905 0.1302 -1.5732
C -5.0696 1.4080 -1.7864
C -4.3611 2.5543 -1.5186
C -3.0441 2.5242 -1.0037
C -2.4697 1.3029 -0.7701
C -3.1910 0.1173 -1.0730
H -2.9728 2.5839 3.4091
H -3.0961 2.9308 1.6822
H -2.6578 4.2156 2.8142
H -0.9671 1.7297 2.2804
H -0.3233 4.2043 3.9505
H 0.7246 2.8018 3.7359
H -0.8099 2.6359 4.5838
H -0.6376 5.4690 2.1299
H 0.3747 6.6614 0.2329
H 1.1491 5.4163 -1.7428
H 1.4650 3.6213 -2.8906
H -0.5114 1.3150 -2.7569
H 0.1433 2.1495 -4.1589
H -1.0109 2.9761 -3.1122
H 1.7695 0.9684 -1.4378
H 3.0439 2.1264 -1.8573
H 2.2134 1.2143 -3.1187
H 1.1556 -5.1963 -2.1797
H 0.2726 -6.4950 -0.3055
H -0.8440 -5.3757 1.5662
H -1.7552 -1.8527 1.6548
H 0.5474 -2.9804 3.3079
H -0.6131 -1.7765 3.8961
H 0.4786 -1.3870 2.5645
H -1.6493 -4.4164 3.2863
H -2.8886 -4.0589 2.0750
H -2.7141 -3.0316 3.5001
H 0.5684 -1.5432 -2.5576
H 1.5297 -4.0640 -3.9782
H 1.0685 -2.5238 -4.6928
H -0.1607 -3.5465 -3.9379
H 3.2057 -3.0659 -2.2990
H 2.8311 -1.5095 -1.5563
H 2.9660 -1.6350 -3.3124
H -2.5020 -3.2215 -1.0134
H -4.8374 -3.2449 -1.8415
H -6.0866 -1.1854 -2.2262
H -6.0777 1.4769 -2.1775
H -4.8182 3.5154 -1.7131
H -2.5171 3.4504 -0.8146
N 2.5414 -1.4515 1.0053
C 2.8061 -2.5950 0.9516
N 3.1234 -3.7963 1.0705
C 3.6561 -4.6288 0.1944
N 4.1179 -5.4044 -0.5275
```

multiplicity: 1
LUMO energy: -0.1638 Eh
calculated total energy: -57299.6998 eV
charge: +1

The following is a DFT calculation (wB97M-V/def2-TZVPD) of C6H8N2 in the gas phase.

```
16
C6H8N2 (wB97M-V/def2-TZVPD)
N 1.0240 -0.9787 -0.9656
C -0.2824 -1.2972 -0.3515
C -1.3159 -0.2698 -0.3534
N -1.0624 1.0394 -0.8578
C 0.2460 1.3952 -0.2818
C 1.3738 0.2907 -0.2969
C 0.5190 0.4814 0.9473
C -0.6180 -0.5758 0.9173
H 1.8926 -1.5354 -0.4129
H -0.7393 -2.3531 -0.4310
H -2.2827 -0.7498 -0.4537
H -1.8335 1.6894 -0.6864
H 0.7313 2.3713 -0.2265
H 2.3464 0.7002 -0.4846
H 1.0534 0.6070 1.9806
H -1.0522 -0.8149 1.9569
```

multiplicity: 1
LUMO energy: 0.0353 Eh
energy relative to the best compared isomer or geometry (same formula, charge and spin): 82.5 kcal per mole
calculated total energy: -9328.1317 eV

The following is a DFT calculation (wB97M-V/def2-TZVPD) of 2 unconnected molecules or ions with the total composition C5H14N.

```
20
C5H14N (wB97M-V/def2-TZVPD)
C 0.1473 -0.6623 -1.5206
C 0.3932 -0.4430 0.0397
C -0.9646 0.2551 0.6421
C -2.0805 -0.7575 0.5429
C -1.2947 1.6016 0.0251
N 1.4053 0.3876 0.1769
H -0.7121 -1.3138 -1.6132
H -0.0250 0.2799 -2.0239
H 1.0332 -1.1316 -1.9429
H 0.5297 -1.4177 0.5010
H -0.6914 0.4199 1.6809
H -2.3919 -0.9161 -0.4862
H -1.8257 -1.7165 0.9816
H -2.9313 -0.3676 1.1024
H -1.7111 1.5113 -0.9763
H -2.0349 2.1103 0.6340
H -0.4073 2.2312 -0.0350
H 2.2766 -0.1077 0.4560
H 11.0058 -0.2830 1.1568
H 11.1403 -0.9428 1.4615
```

multiplicity: 1
LUMO energy: -0.3057 Eh
energy relative to the best compared isomer or geometry (same formula, charge and spin): 123.1 kcal per mole
calculated total energy: -6890.5254 eV
charge: +1

The following is a DFT calculation (wB97M-V/def2-TZVPD) of 8 unconnected molecules or ions with the total composition C32H44N8.

```
84
C32H44N8 (wB97M-V/def2-TZVPD)
C -7.1000 -0.4524 6.3489
C -6.0927 -1.4359 6.4517
C -5.8766 -1.8513 5.1552
N -6.7060 -1.1912 4.2500
C -7.5508 -0.3443 5.0166
H -7.5509 0.0995 7.1604
H -5.4961 -1.8508 7.2507
H -5.1495 -2.5505 4.7695
H -6.6609 -1.2179 3.2413
H -8.1472 0.4022 4.5133
C 4.7261 8.9607 -2.2303
C 5.2990 9.5193 -3.3280
C 4.2673 9.9464 -4.2155
N 3.1165 9.8196 -3.5452
C 3.3388 9.0698 -2.3834
H 5.2967 8.2642 -1.6337
H 6.3398 9.4435 -3.6063
H 4.2551 10.2090 -5.2630
H 2.2138 10.0380 -3.9421
H 2.5215 8.6703 -1.8014
C 4.1075 -4.4442 -3.2276
C 3.7747 -5.7632 -3.1487
C 2.3860 -5.9437 -3.3226
N 1.8890 -4.6893 -3.3621
C 2.9349 -3.7824 -3.3054
H 4.9966 -3.8478 -3.3694
H 4.5261 -6.5346 -3.2308
H 1.8029 -6.8497 -3.3976
H 0.9644 -4.3063 -3.4985
H 2.7465 -2.7221 -3.2236
C -3.6945 -4.2234 -5.9827
C -3.2652 -4.4492 -7.3101
C -2.8662 -3.3369 -8.0125
N -3.2657 -2.2665 -7.1865
C -3.5358 -2.8278 -5.9578
H -3.9336 -5.0376 -5.3146
H -3.3607 -5.4292 -7.7537
H -2.3840 -3.1685 -8.9641
H -3.1804 -1.2776 -7.3736
H -3.5657 -2.2038 -5.0768
C 5.3671 3.3913 -6.7741
C 5.8063 3.4459 -5.4166
C 7.1817 3.7433 -5.4163
N 7.6129 3.7065 -6.7448
C 6.5405 3.4772 -7.5700
H 4.3791 3.2157 -7.1735
H 5.1650 3.4032 -4.5486
H 7.8369 3.9237 -4.5769
H 8.4684 4.1190 -7.0886
H 6.6000 3.4213 -8.6469
C -1.0773 2.5358 -1.0646
C -1.7824 3.4488 -0.4115
C -2.5840 2.7856 0.5594
N -2.2643 1.4864 0.3659
C -1.3066 1.3121 -0.5386
H -0.6030 2.7762 -2.0046
H -1.7764 4.5035 -0.6440
H -3.2047 3.0918 1.3885
H -2.4832 0.7838 1.0577
H -0.9169 0.3089 -0.6287
C -0.5773 3.3124 7.2996
C -1.7577 3.4846 8.2487
C -1.9583 2.3248 9.3401
C -3.1042 2.5646 10.1813
N -3.8897 2.8002 10.8992
H 0.3690 3.1917 7.8269
H -0.4019 4.1971 6.6875
H -0.8215 2.3359 6.8814
H -2.6663 3.5167 7.6474
H -1.7413 4.4580 8.7388
H -1.2124 2.4773 10.1202
H -1.7874 1.2885 9.0488
C -0.3118 -9.3441 3.7379
C 0.7439 -8.2407 3.9025
C 0.1828 -6.7923 3.7505
C -0.5056 -6.4722 2.4806
N -1.0779 -6.1844 1.5269
H -0.5180 -9.4024 2.6692
H -1.1911 -9.2113 4.3682
H 0.2247 -10.2465 4.0312
H 1.4261 -8.3642 3.0614
H 1.0837 -8.3050 4.9362
H 1.0150 -6.0914 3.8158
H -0.6032 -6.6215 4.4862
```

multiplicity: 1
LUMO energy: 0.0097 Eh
energy relative to the best compared isomer or geometry (same formula, charge and spin): 112.7 kcal per mole
calculated total energy: -45811.9482 eV

Summary of frontier orbital gap in eV
10.661; 6.464; 9.258; 7.501; 8.172
(order as listed above)
Summary of molar mass in g mol⁻¹
158.16; 751.31; 108.14; 88.17; 540.76
(order as listed above)
Summary of HOMO in eV
-9.9; -10.9; -8.3; -15.8; -7.9
(order as listed above)